1.
Here is a molecular structure, C39H36I2N15O5Zr from OMol25. Energies are from ωB97M-V/def2-TZVPD.

Each line ends with the Löwdin charge.
Positions of all 98 atoms, in Å:
Zr -0.6198 -0.0949 0.0677  1.931
I -8.2327 -1.8219 0.7398  1.001
C -6.2743 -1.2191 0.4911  -0.738
C -5.6986 -1.2416 -0.7807  -0.189
C -4.4035 -0.7827 -0.9438  -0.601
I -3.4946 -0.8759 -2.8310  1.048
C -3.7007 -0.2879 0.1563  -0.377
O -2.4728 0.2907 -0.0426  -0.408
C -4.2350 -0.3261 1.4313  -0.153
C -3.4671 0.0893 2.6880  -0.128
N -2.2246 0.8463 2.4329  -0.078
C -2.5617 2.2171 2.0585  -0.141
C -1.4202 2.9725 1.4387  -0.246
C -1.3883 4.3545 1.5770  0.019
C -0.3956 5.0893 0.9609  0.009
C 0.5509 4.4173 0.1972  -0.018
C 0.4476 3.0573 0.0944  -0.156
N -0.5095 2.3186 0.7011  -0.018
C -5.5413 -0.7879 1.5812  -0.100
H -6.2573 -1.6147 -1.6283  0.096
H -4.1426 0.6660 3.3257  0.138
H -3.2116 -0.8063 3.2548  0.107
H -1.6910 0.8894 3.2948  0.107
H -3.3717 2.1768 1.3266  0.138
H -2.9486 2.7840 2.9085  0.141
H -2.1498 4.8419 2.1731  0.133
H -0.3492 6.1646 1.0790  0.136
H 1.3593 4.9393 -0.2960  0.133
H 1.1759 2.5139 -0.4949  0.114
H -5.9926 -0.7956 2.5681  0.114
C 1.6789 -4.4980 1.1499  -0.070
C 1.4929 -3.1361 1.3038  -0.101
N 1.1649 -2.3534 0.2791  0.070
C 1.0589 -2.9358 -0.9079  -0.222
C 1.0970 -4.3208 -1.0348  -0.032
N 1.4100 -5.1017 -0.0088  0.139
C 1.0066 -2.0162 -2.0737  -0.183
C 1.5466 -2.4413 -3.2629  0.077
C 1.7036 -1.5662 -4.3378  -0.078
C 1.2360 -0.2737 -4.1354  0.077
C 0.6455 0.0876 -2.9475  -0.176
N 0.5490 -0.7447 -1.8818  0.035
C -0.0662 1.3807 -2.8361  -0.208
C 0.0257 2.4106 -3.7597  -0.025
N -0.8252 3.4320 -3.7522  0.149
C -1.7841 3.4121 -2.8273  -0.046
C -1.8219 2.4398 -1.8453  -0.105
N -0.9396 1.4472 -1.8411  -0.002
C 2.3232 -1.9889 -5.6132  -0.170
C 3.1774 -3.0816 -5.6601  -0.003
C 3.7326 -3.4463 -6.8770  -0.096
N 3.4994 -2.7947 -8.0185  0.105
C 2.6778 -1.7431 -7.9631  -0.094
C 2.0662 -1.3095 -6.7969  -0.001
H 2.0329 -5.1171 1.9664  0.127
H 1.6224 -2.6609 2.2694  0.096
H 0.8408 -4.8114 -1.9671  0.138
H 1.8687 -3.4681 -3.3543  0.122
H 1.3186 0.4570 -4.9256  0.118
H 0.7992 2.4276 -4.5164  0.131
H -2.5271 4.1989 -2.8592  0.133
H -2.5647 2.4468 -1.0615  0.120
H 3.4529 -3.6342 -4.7711  0.113
H 4.3942 -4.3023 -6.9394  0.122
H 2.4964 -1.2262 -8.8981  0.123
H 1.3774 -0.4752 -6.8440  0.114
N 0.3578 -0.7932 3.6872  0.075
N -0.5637 -1.8097 3.9356  0.024
C -1.2801 -2.3695 2.9627  -0.383
N -1.9723 -3.4589 3.2462  0.257
N -1.2133 -1.8017 1.7209  0.072
N -1.8832 -2.4368 0.7258  -0.348
O -2.7260 -3.2613 0.8242  0.184
O -1.4495 -2.0088 -0.4048  -0.195
H 1.2980 -1.1787 3.7119  0.095
H 0.3212 -0.1025 4.4334  0.084
H -0.5542 -2.2764 4.8348  0.177
H -1.9382 -3.8612 4.1707  0.152
H -2.6163 -3.8497 2.5737  0.115
O 1.6940 1.5724 5.4313  -0.060
C 3.0135 2.0260 5.0892  -0.215
N 3.0094 3.2275 4.3194  0.117
C 2.9114 3.3132 2.9615  -0.431
O 2.7885 4.3608 2.3713  0.118
C 2.9687 2.0520 2.1261  -0.112
C 4.0810 1.7966 1.3332  0.053
C 3.9912 0.8129 0.3647  0.001
C 2.7813 0.1801 0.1652  -0.127
N 1.6922 0.4146 0.9157  -0.043
C 1.8292 1.3137 1.9130  -0.126
H 1.3725 2.0959 6.1750  0.099
H 3.4658 1.2245 4.5134  0.126
H 3.5967 2.1857 5.9918  0.143
H 3.0004 4.1187 4.7967  0.166
H 4.9944 2.3659 1.4645  0.149
H 4.8380 0.5572 -0.2568  0.129
H 2.6790 -0.5520 -0.6203  0.095
H 0.9668 1.4756 2.5425  0.103

2S+1   1
Relative energy (zero: lowest compared OMol25 entry of this formula, charge and spin)   16.2 kcal/mol
E   -91075.952 eV
LUMO   -8.83 eV
Charge   +3
E_HOMO   -0.5376 hartree
Orbital gap   5.80 eV

=====

2.
Here is a molecular structure, C39H37BF2N4O4S5Sr from OMol25. Energies are from ωB97M-V/def2-TZVPD.

Each line ends with the Löwdin charge.
Positions of all 93 atoms, in Å:
Sr 0.1882 0.0695 0.2476  1.258
C 0.0173 2.4880 3.5351  -0.072
C -1.2120 2.5867 2.7031  -0.613
N -1.5004 1.8173 1.6923  0.045
C -2.7148 2.1596 1.1349  -0.344
C -3.3431 3.2097 1.7280  -0.352
S -2.4005 3.7890 3.0263  1.081
C -3.2868 1.3714 0.0374  -0.352
C -4.3418 1.7597 -0.7283  -0.350
S -4.8172 0.4818 -1.7531  1.079
C -3.5392 -0.4933 -1.1261  -0.622
N -2.8207 0.0977 -0.2154  0.083
C -3.3365 -1.8843 -1.6240  -0.074
H 0.8864 2.8306 2.9750  0.070
H 0.2002 1.4497 3.8070  0.078
H -0.0719 3.0814 4.4435  0.080
H -4.3114 3.6197 1.4973  0.074
H -4.8583 2.7048 -0.7177  0.079
H -4.2772 -2.4362 -1.6256  0.085
H -2.6025 -2.3995 -1.0120  0.050
H -2.9459 -1.8704 -2.6426  0.073
O 2.3813 0.1548 -1.1348  -0.630
S 3.2402 0.2272 -2.3552  1.003
C 2.7257 1.7597 -3.1671  -0.305
C 1.4001 1.5495 -3.8791  -0.242
C 0.7329 2.8569 -4.3059  -0.212
C 0.1857 3.7277 -3.1795  -0.307
S -1.1028 3.0236 -2.1079  1.006
O -0.4449 1.9284 -1.3271  -0.641
C -2.0815 2.2264 -3.3707  -0.403
C -2.9926 2.9900 -4.0877  -0.091
C -3.7168 2.3916 -5.1076  -0.077
C -3.5243 1.0460 -5.3987  -0.074
C -2.6243 0.2922 -4.6592  -0.062
C -1.9044 0.8774 -3.6261  -0.092
C 4.8378 0.8225 -1.8295  -0.393
C 4.9324 1.6303 -0.7053  -0.066
C 6.1843 2.0836 -0.3200  -0.064
C 7.3135 1.7317 -1.0500  -0.079
C 7.2033 0.9143 -2.1656  -0.081
C 5.9558 0.4466 -2.5566  -0.089
H 3.5259 2.0628 -3.8461  0.107
H 2.6607 2.4792 -2.3461  0.101
H 0.7421 0.9785 -3.2275  0.063
H 1.5627 0.9320 -4.7649  0.127
H -0.0784 2.6299 -5.0002  0.108
H 1.4468 3.4723 -4.8640  0.121
H -0.2589 4.6426 -3.5796  0.093
H 0.9525 4.0264 -2.4605  0.091
H -3.1374 4.0384 -3.8512  0.113
H -4.4309 2.9736 -5.6753  0.106
H -4.0859 0.5849 -6.2008  0.107
H -2.4705 -0.7564 -4.8813  0.116
H -1.2202 0.2873 -3.0268  0.072
H 4.0428 1.8608 -0.1289  0.093
H 6.2798 2.7024 0.5627  0.113
H 8.2876 2.0855 -0.7368  0.105
H 8.0866 0.6289 -2.7218  0.103
H 5.8540 -0.2127 -3.4110  0.108
O 2.8830 1.1753 3.8309  -0.308
S 2.7289 0.6508 2.4920  0.545
O 2.4183 1.6311 1.4540  -0.377
N 1.6364 -0.4580 2.3221  -0.247
C 1.4548 -1.4914 3.2217  -0.268
C 2.3189 -1.8757 4.2256  -0.019
C 2.0228 -2.9665 5.0667  -0.077
C 0.8694 -3.6816 4.9278  -0.057
C -0.0518 -3.3156 3.9179  -0.160
C -1.2765 -3.9928 3.7246  -0.014
C -2.1331 -3.5812 2.7477  -0.048
C -1.7591 -2.4848 1.9461  -0.129
N -0.6301 -1.8361 2.0823  0.059
C 0.2335 -2.2297 3.0628  -0.156
C 4.3048 -0.0682 2.0804  -0.281
C 4.3833 -1.0639 1.1176  -0.063
C 5.6244 -1.5767 0.7708  -0.066
C 6.7731 -1.0992 1.3871  -0.083
C 6.6830 -0.1161 2.3634  -0.083
C 5.4453 0.4014 2.7165  -0.064
H 3.2353 -1.3246 4.3841  0.101
H 2.7343 -3.2323 5.8387  0.104
H 0.6407 -4.5186 5.5755  0.106
H -1.5189 -4.8330 4.3651  0.116
H -3.0799 -4.0742 2.5750  0.102
H -2.4226 -2.1261 1.1678  0.082
H 3.4798 -1.4233 0.6426  0.109
H 5.6932 -2.3521 0.0184  0.110
H 7.7402 -1.5008 1.1121  0.103
H 7.5777 0.2458 2.8541  0.104
H 5.3495 1.1582 3.4837  0.113
F 0.3671 -1.5486 -3.2390  0.003
B -0.0437 -1.8855 -1.9568  -0.594
F -0.3938 -3.2082 -1.9956  0.033

2S+1   1
Relative energy (zero: lowest compared OMol25 entry of this formula, charge and spin)   49.3 kcal/mol
E   -116322.840 eV
LUMO   0.16 eV
Charge   0
E_HOMO   -0.2304 hartree
Orbital gap   6.43 eV